# 1
7
Properties=species:S:1:pos:R:3:forces:R:3:lowdin_spin:R:1 method="wB97M-V/def2-TZVPD" s2=0.757 e_homo_ev="-7.32 / -6.43" multiplicity=2 gap_ev="6.59 / 5.74" lumo_ha="-0.0271 / -0.0253"
C -0.698 0.767 0.336 -0.258 -0.093 0.523 -0.001
C -0.429 0.533 1.617 0.440 0.391 -0.806 0.000
O -0.052 0.388 2.704 -0.315 -0.102 -0.035 0.000
Rb 0.477 -2.430 -2.332 0.520 0.529 0.214 -0.007
F -1.288 -0.228 -0.405 0.162 0.116 0.053 -0.001
H -0.589 1.742 -0.131 0.038 -0.408 0.193 0.000
O 2.579 -0.773 -1.789 -0.587 -0.433 -0.141 1.010

# 2
75
Properties=species:S:1:pos:R:3:forces:R:3:lowdin_spin:R:1 method="wB97M-V/def2-TZVPD" s2=8.809 total_charge=+2 e_homo_ev="-13.69 / -14.68" multiplicity=6 gap_ev="8.41 / 6.71" lumo_ha="-0.1943 / -0.2928"
Fe -0.668 -0.250 -0.318 -0.007 0.570 0.170 3.658
C 2.947 -0.332 -3.570 -0.043 -0.110 0.034 0.002
C 1.721 -0.724 -2.752 -0.070 0.188 0.066 0.014
C 0.423 -0.315 -3.450 0.127 -0.043 -0.011 0.013
P 1.629 -0.129 -1.005 0.559 0.028 -0.764 0.047
C 3.190 -0.686 -0.198 -0.253 -0.190 0.261 0.013
C 3.230 -0.201 1.251 0.053 0.022 -0.063 0.002
C 3.336 -2.205 -0.280 0.033 0.058 -0.065 0.002
C 1.835 1.693 -0.976 -0.192 -0.037 0.072 0.111
C 2.926 2.344 -1.515 -0.033 0.042 0.036 -0.004
C 3.117 3.711 -1.297 0.025 -0.047 0.071 0.160
C 2.236 4.425 -0.485 0.063 0.050 -0.009 -0.009
C 1.142 3.806 0.073 -0.059 -0.080 0.068 0.119
C 0.889 2.438 -0.194 0.025 0.012 0.108 0.034
N -0.143 1.733 0.309 -0.294 -0.208 -0.478 0.404
C -1.251 2.146 1.038 -0.050 0.111 0.264 0.029
C -1.910 3.373 0.891 0.022 -0.034 -0.111 0.060
C -3.070 3.619 1.604 -0.043 0.044 0.045 -0.003
C -3.596 2.663 2.467 -0.019 -0.085 -0.029 0.071
C -2.959 1.437 2.616 0.001 0.049 -0.057 -0.004
C -1.791 1.164 1.915 0.203 -0.058 0.002 0.070
P -0.715 -0.312 2.169 -0.713 -0.171 0.332 0.069
C 0.020 0.121 3.823 0.298 0.062 -0.249 0.019
C -1.028 0.256 4.930 0.022 -0.031 0.019 0.004
C 0.842 1.407 3.695 0.012 -0.052 -0.010 0.001
C -1.751 -1.841 2.409 0.023 0.134 0.067 0.010
C -1.095 -2.778 3.428 -0.016 -0.008 -0.039 0.001
C -1.835 -2.571 1.062 -0.046 0.038 0.075 0.016
H 2.939 -0.893 -4.505 0.031 0.026 -0.013 0.001
H 3.880 -0.570 -3.058 0.019 0.047 -0.020 0.000
H 2.933 0.728 -3.825 0.014 -0.006 -0.008 0.000
H 1.711 -1.811 -2.626 -0.003 -0.020 -0.021 0.001
H 0.316 0.773 -3.474 -0.010 -0.004 -0.009 0.001
H -0.447 -0.750 -2.944 0.037 -0.045 -0.038 0.008
H 0.415 -0.675 -4.479 -0.038 -0.002 0.008 0.001
H 3.998 -0.205 -0.754 -0.010 0.001 -0.055 0.001
H 2.421 -0.651 1.832 0.013 -0.006 0.006 0.001
H 3.147 0.886 1.316 0.012 -0.009 0.021 0.001
H 4.176 -0.490 1.709 -0.019 -0.002 0.007 0.000
H 2.526 -2.709 0.253 0.005 0.006 -0.004 0.000
H 4.276 -2.501 0.185 -0.023 -0.022 0.016 0.000
H 3.353 -2.566 -1.308 0.011 -0.026 0.020 0.000
H 3.659 1.798 -2.092 0.020 0.020 0.034 -0.003
H 3.987 4.202 -1.712 -0.035 0.010 -0.036 0.008
H 2.431 5.467 -0.269 -0.018 -0.003 -0.025 -0.003
H 0.494 4.347 0.747 0.023 0.027 -0.015 0.005
H -1.554 4.100 0.174 0.006 0.004 0.019 0.002
H -3.578 4.567 1.485 0.007 -0.017 -0.034 -0.001
H -4.506 2.868 3.014 0.013 0.009 -0.008 0.003
H -3.385 0.690 3.275 0.022 0.028 0.037 -0.001
H 0.692 -0.710 4.049 -0.006 -0.017 -0.015 0.001
H -1.451 1.260 4.943 -0.023 -0.015 -0.031 0.000
H -0.540 0.091 5.892 -0.016 0.048 0.007 0.001
H -1.843 -0.463 4.855 0.005 0.014 0.019 0.000
H 0.192 2.258 3.480 0.016 -0.002 0.035 0.000
H 1.593 1.340 2.909 0.020 0.007 0.030 0.000
H 1.353 1.610 4.637 -0.017 0.000 -0.008 0.000
H -2.757 -1.565 2.739 -0.004 -0.042 0.054 0.002
H -0.042 -2.944 3.184 -0.013 -0.026 0.001 0.000
H -1.591 -3.749 3.397 0.001 0.003 0.022 0.000
H -1.156 -2.407 4.448 0.028 -0.008 -0.001 0.000
H -0.839 -2.900 0.746 -0.013 0.015 -0.030 0.004
H -2.292 -1.968 0.266 -0.013 -0.044 -0.012 0.005
H -2.455 -3.464 1.147 0.000 0.004 -0.021 0.001
Br -6.281 0.399 0.480 -0.003 -0.008 -0.046 0.001
C -4.940 0.427 -0.832 -0.017 -0.001 0.079 0.001
C -5.215 0.714 -2.159 0.026 0.043 -0.036 0.004
C -4.158 0.717 -3.055 -0.129 0.012 -0.009 0.000
C -2.881 0.447 -2.604 0.177 0.026 -0.072 0.007
N -2.614 0.165 -1.321 0.346 -0.317 0.465 0.027
C -3.642 0.147 -0.456 -0.089 -0.014 -0.134 0.009
H -6.224 0.930 -2.483 -0.002 -0.014 0.005 0.000
H -4.328 0.922 -4.102 0.048 0.019 0.004 0.000
H -2.048 0.450 -3.291 -0.038 0.038 0.036 0.001
H -3.435 -0.102 0.573 0.008 0.005 -0.032 0.002

# 3
88
Properties=species:S:1:pos:R:3:forces:R:3:lowdin_spin:R:1 method="wB97M-V/def2-TZVPD" relative_energy_kcal_mol=0.0 s2=8.764 total_charge=+3 e_homo_ev="-16.34 / -17.17" multiplicity=6 gap_ev="9.14 / 4.94" lumo_ha="-0.2648 / -0.4495"
Ir 0.189 -0.225 0.389 0.391 0.277 0.046 2.791
N 3.715 1.074 2.579 0.012 -0.056 0.016 0.008
C 2.554 0.901 1.983 0.002 -0.036 -0.001 0.018
O 2.189 -0.227 1.567 0.072 0.066 0.099 0.173
C 1.618 2.063 1.819 0.012 0.137 -0.069 0.051
C 0.746 1.842 0.605 -0.266 -0.243 -0.059 0.330
H 4.332 0.289 2.729 0.007 0.000 0.005 0.000
H 4.012 1.979 2.908 -0.004 0.009 -0.005 0.001
H 2.163 3.007 1.750 0.056 0.008 0.037 0.011
H 1.017 2.112 2.732 -0.010 0.019 -0.013 0.003
H 1.303 1.923 -0.336 0.028 0.116 -0.024 0.044
H -0.147 2.459 0.580 0.027 -0.012 0.013 0.029
C 4.706 -3.292 -1.494 -0.073 0.039 -0.018 0.001
C 3.319 -2.761 -1.735 0.183 -0.068 0.026 0.004
C 2.636 -3.001 -2.925 -0.025 -0.048 -0.133 0.005
C 1.370 -2.472 -3.146 0.103 -0.083 -0.097 0.005
C 0.842 -1.716 -2.134 0.011 0.066 0.055 0.020
Br -0.861 -0.893 -2.220 -0.095 0.072 -0.055 0.127
N 1.452 -1.474 -0.981 0.043 -0.197 0.082 0.128
C 2.678 -1.990 -0.778 -0.196 0.044 0.025 0.014
H 4.847 -4.255 -1.983 -0.021 0.005 0.013 0.000
H 4.912 -3.410 -0.431 -0.027 0.007 -0.029 0.000
H 5.448 -2.604 -1.905 -0.021 -0.007 -0.004 0.000
H 3.095 -3.612 -3.694 -0.008 0.030 0.015 0.000
H 0.827 -2.643 -4.065 0.025 -0.002 0.024 0.002
H 3.133 -1.773 0.178 -0.031 0.016 -0.010 0.001
O -2.223 0.387 0.564 -0.433 0.021 0.272 0.281
P -3.681 0.735 0.735 0.568 0.052 -0.845 0.147
C -4.788 -0.640 0.337 -0.094 0.028 0.102 0.024
C -6.266 -0.210 0.086 0.015 -0.077 -0.128 0.007
C -6.750 -0.678 -1.293 0.046 -0.122 0.090 0.004
C -6.576 -2.192 -1.459 0.110 0.107 0.091 0.001
C -5.159 -2.672 -1.053 -0.082 0.102 -0.060 0.004
C -4.198 -1.507 -0.795 -0.095 -0.081 -0.017 0.008
C -4.034 2.359 -0.051 0.007 -0.202 0.159 0.070
C -2.777 3.229 -0.105 -0.140 0.090 -0.072 0.007
C -3.203 4.647 -0.530 -0.037 -0.094 -0.079 0.007
C -4.318 4.607 -1.597 0.094 -0.044 0.043 0.001
C -4.270 3.305 -2.387 -0.087 -0.108 0.104 0.019
C -4.562 2.072 -1.488 0.136 0.323 -0.042 0.032
C -3.939 0.943 2.713 0.074 0.134 1.035 0.262
C -5.391 0.880 3.124 -0.074 0.208 -0.202 0.062
C -6.116 2.219 3.201 0.119 -0.021 0.062 0.005
C -5.305 3.228 4.012 0.037 -0.035 -0.061 0.001
C -3.920 3.427 3.398 -0.013 -0.124 0.090 0.003
C -3.151 2.108 3.281 -0.192 0.044 -0.177 0.047
H -4.736 -1.255 1.244 -0.045 -0.033 -0.014 0.000
H -6.411 0.871 0.186 0.040 -0.098 0.054 0.002
H -6.901 -0.668 0.846 0.013 -0.028 0.002 0.000
H -6.212 -0.152 -2.084 0.006 0.011 0.003 0.000
H -7.798 -0.403 -1.400 -0.022 -0.019 -0.034 0.000
H -6.784 -2.461 -2.492 0.003 0.001 -0.073 0.000
H -7.326 -2.707 -0.860 -0.007 -0.023 0.046 0.000
H -4.729 -3.308 -1.827 -0.022 -0.012 -0.024 0.002
H -5.206 -3.286 -0.151 -0.013 0.014 0.024 0.000
H -4.061 -0.920 -1.707 -0.018 -0.029 0.037 0.000
H -3.219 -1.883 -0.497 -0.024 0.023 0.003 0.000
H -4.807 2.856 0.533 -0.084 0.041 0.008 0.000
H -2.093 2.788 -0.834 0.005 0.002 0.000 0.001
H -2.239 3.266 0.842 -0.072 0.003 0.101 0.003
H -2.323 5.170 -0.904 0.013 0.001 -0.049 0.001
H -3.543 5.208 0.341 -0.012 0.003 0.032 0.000
H -4.215 5.452 -2.274 0.005 0.045 -0.014 0.001
H -5.300 4.718 -1.131 -0.014 -0.032 0.023 0.000
H -3.293 3.194 -2.860 0.021 -0.003 -0.009 0.000
H -5.011 3.302 -3.186 0.019 0.033 -0.036 0.004
H -4.084 1.196 -1.932 0.009 -0.011 0.034 0.001
H -5.630 1.880 -1.449 -0.010 0.040 -0.025 0.000
H -3.435 -0.008 2.921 0.064 -0.050 -0.230 0.014
H -5.310 0.460 4.145 -0.013 -0.011 -0.017 0.035
H -5.955 0.135 2.568 -0.016 -0.060 0.020 0.006
H -7.097 2.057 3.647 -0.003 -0.001 0.018 0.001
H -6.306 2.609 2.195 0.010 -0.004 -0.021 0.002
H -5.207 2.873 5.043 -0.004 0.006 -0.018 0.001
H -5.830 4.181 4.063 0.007 0.004 -0.006 0.000
H -3.327 4.120 3.997 -0.009 -0.012 0.007 0.001
H -4.027 3.893 2.419 0.025 0.037 -0.156 0.001
H -2.899 1.756 4.296 0.015 0.004 -0.032 0.028
H -2.189 2.229 2.778 0.011 -0.037 0.005 0.006
C -1.356 -3.308 4.790 0.078 0.010 -0.115 0.000
C -0.209 -3.465 3.775 -0.212 0.222 -0.004 0.004
C -0.274 -2.471 2.697 0.068 -0.431 0.277 0.031
N -0.315 -1.700 1.850 -0.029 0.004 -0.023 0.095
H -1.172 -3.969 5.634 0.003 -0.019 -0.030 0.000
H -2.309 -3.583 4.344 -0.001 0.030 0.009 0.000
H -1.411 -2.287 5.167 0.009 -0.022 0.010 0.000
H -0.223 -4.452 3.310 -0.001 -0.026 -0.064 0.001
H 0.764 -3.355 4.256 0.053 0.070 -0.024 0.001

# 4
69
Properties=species:S:1:pos:R:3:forces:R:3:lowdin_charge:R:1 method="wB97M-V/def2-TZVPD" relative_energy_kcal_mol=15.6 total_charge=-2 e_homo_ev=0.01 gap_ev=4.70 lumo_ha=0.1732
Sn 0.076 0.379 -1.135 0.135 -0.019 -0.115 0.874
C 0.398 2.405 2.012 -0.024 -0.007 0.034 -0.112
O 1.151 1.204 2.066 -0.099 0.081 0.001 -0.242
C 2.522 1.433 2.274 -0.012 0.011 -0.042 -0.225
C 3.263 0.125 2.087 -0.085 -0.003 -0.020 -0.207
O 3.734 0.019 0.758 0.037 -0.043 0.016 -0.200
C 3.499 -1.241 0.169 -0.030 0.049 0.007 -0.131
H 0.533 2.987 2.934 0.010 -0.001 0.000 0.083
H -0.650 2.139 1.893 0.040 -0.014 -0.034 0.080
H 0.685 3.017 1.150 0.030 -0.021 0.003 0.089
H 2.686 1.831 3.288 -0.013 0.005 0.015 0.118
H 2.909 2.161 1.550 0.011 0.021 0.022 0.131
H 2.559 -0.681 2.317 0.047 -0.022 0.020 0.110
H 4.111 0.057 2.782 0.027 0.010 -0.007 0.116
H 4.046 -2.038 0.694 0.003 -0.010 -0.005 0.083
H 3.845 -1.183 -0.861 0.003 -0.008 -0.003 0.086
H 2.431 -1.477 0.159 0.031 0.002 -0.012 0.044
C -2.779 -1.256 0.978 -0.041 0.112 -0.008 -0.257
Si -1.024 -1.567 0.334 -0.084 -0.169 -0.032 0.380
C -1.165 -3.190 -0.654 0.043 0.016 -0.056 -0.259
C -0.042 -2.105 1.882 0.125 0.056 -0.006 -0.263
H -3.223 -2.152 1.425 0.031 -0.037 -0.020 0.011
H -3.423 -0.909 0.166 -0.010 -0.010 0.011 0.019
H -2.777 -0.468 1.734 0.005 0.041 0.019 0.010
H -1.495 -4.021 -0.019 -0.014 0.021 0.028 0.009
H -0.203 -3.459 -1.102 -0.029 0.002 -0.022 0.014
H -1.879 -3.072 -1.472 0.033 0.005 -0.010 0.001
H -0.571 -2.891 2.433 -0.036 0.010 -0.019 0.011
H 0.132 -1.260 2.554 -0.008 -0.014 -0.009 0.002
H 0.936 -2.506 1.593 -0.033 0.004 0.040 -0.003
C -1.572 1.706 -0.847 -0.019 0.016 0.003 -0.300
C -2.277 2.679 -0.596 -0.023 -0.149 0.005 -0.212
C -3.093 3.801 -0.309 0.092 0.169 -0.004 -0.214
C -4.334 3.580 0.385 -0.015 0.045 -0.005 -0.188
C -5.417 4.496 0.408 -0.077 0.010 0.007 -0.074
C -6.605 4.220 1.067 0.059 -0.022 -0.006 -0.145
C -6.800 3.018 1.739 0.007 0.018 -0.018 -0.165
C -5.764 2.084 1.704 0.005 0.019 -0.012 -0.130
C -4.578 2.350 1.050 -0.017 -0.080 0.013 -0.048
C -2.594 5.094 -0.729 -0.017 -0.082 0.023 -0.185
C -2.995 6.330 -0.165 -0.006 0.082 0.027 -0.076
C -2.460 7.540 -0.579 -0.012 -0.045 0.012 -0.145
C -1.491 7.602 -1.573 -0.001 -0.026 -0.013 -0.164
C -1.054 6.397 -2.124 -0.027 -0.002 0.024 -0.131
C -1.578 5.187 -1.716 0.021 -0.019 -0.026 -0.046
H -5.343 5.420 -0.149 0.006 -0.015 0.014 0.085
H -7.402 4.958 1.037 -0.004 0.003 -0.001 0.080
H -7.731 2.807 2.253 -0.003 -0.001 0.004 0.068
H -5.888 1.123 2.193 0.015 -0.007 0.007 0.085
H -3.800 1.597 1.021 -0.009 0.010 -0.001 0.073
H -3.705 6.335 0.651 0.010 0.000 -0.023 0.085
H -2.801 8.454 -0.101 -0.004 -0.002 0.007 0.080
H -1.080 8.551 -1.898 0.006 0.001 -0.001 0.068
H -0.288 6.403 -2.894 0.007 -0.006 -0.002 0.085
H -1.214 4.266 -2.157 -0.013 0.029 0.019 0.096
C -2.267 -1.712 -4.299 0.058 0.047 -0.016 0.006
C -1.082 -0.741 -4.144 0.011 0.121 -0.056 -0.505
O -0.548 -0.781 -2.912 -0.123 -0.075 0.181 -0.378
C -1.586 0.682 -4.516 0.098 -0.064 -0.022 -0.566
F -1.998 0.769 -5.814 -0.001 0.006 -0.031 0.110
F -2.634 1.023 -3.769 -0.048 0.009 0.038 0.154
F -0.642 1.618 -4.355 -0.013 0.006 0.005 0.135
C 0.021 -1.172 -5.154 -0.021 -0.029 0.121 -0.550
F 0.463 -2.409 -4.848 0.015 -0.012 -0.002 0.127
F -0.392 -1.244 -6.446 -0.035 -0.007 -0.065 0.110
F 1.089 -0.364 -5.142 0.031 0.028 -0.015 0.145
H -3.048 -1.394 -3.612 -0.003 -0.020 0.009 0.092
H -1.920 -2.701 -4.004 -0.015 -0.013 -0.015 0.082
H -2.657 -1.739 -5.318 -0.029 -0.010 0.019 0.083